C41H117N7O14 | ωB97M-V/def2-TZVPD

Geometry as ORCA input:
```
! wB97M-V def2-TZVPD RIJCOSX def2/J DEFGRID3
* xyz 0 1
C -9.46739 -10.97724 10.30959
C -8.37475 -10.90452 9.27351
C -7.98379 -9.44733 8.92302
O -7.18070 -11.63978 9.70621
H -10.32911 -10.46170 9.88562
H -9.26707 -10.50055 11.26914
H -9.76367 -12.02024 10.42127
H -8.80656 -11.41720 8.41398
H -8.83145 -8.79996 8.69834
H -7.24467 -9.46510 8.12209
H -7.46730 -8.85810 9.68075
H -6.88323 -11.29965 10.55322
C -9.92773 -12.73972 -0.15734
C -10.18801 -11.30640 0.25718
C -11.47717 -11.11330 1.11241
O -9.09542 -10.81550 0.98871
H -10.85908 -13.16241 -0.53419
H -9.75790 -13.47008 0.63376
H -9.12041 -12.77126 -0.88900
H -10.23621 -10.61750 -0.58614
H -11.40578 -10.15960 1.63536
H -11.60289 -11.86848 1.88830
H -12.37530 -11.09063 0.49520
H -8.91001 -11.37340 1.74764
C -2.32494 -10.12229 4.02731
C -2.51145 -11.07984 2.82159
C -1.87464 -10.66803 1.49935
O -1.82887 -12.26217 3.24738
H -2.81097 -9.14953 3.95224
H -1.28689 -9.83596 4.19634
H -2.68397 -10.64842 4.91183
H -3.57537 -11.29431 2.72077
H -0.79633 -10.61459 1.64933
H -2.20779 -9.64034 1.35456
H -2.10640 -11.26696 0.61863
H -2.00451 -12.91088 2.56187
C -8.64529 -4.86079 3.73886
C -10.08164 -5.33041 3.84669
C -10.41505 -6.48956 2.88339
O -10.31092 -6.01664 1.58604
C -10.14765 -7.02315 0.55777
N -10.30852 -5.71388 5.20982
H -8.39084 -4.58948 2.71429
H -7.95589 -5.60825 4.13146
H -8.42555 -3.92999 4.26176
H -10.82491 -4.55332 3.66843
H -11.43705 -6.84227 3.02201
H -9.77417 -7.35386 3.05766
H -11.02685 -7.66228 0.47641
H -9.26845 -7.66068 0.65082
H -10.05546 -6.54437 -0.41710
H -9.49863 -6.28553 5.40320
H -10.20451 -4.90482 5.80539
C -4.32442 -12.85172 5.93677
C -4.76381 -12.49478 7.33859
C -4.73622 -10.98460 7.70106
O -3.50516 -10.31573 7.38756
C -3.31295 -9.07199 8.05407
N -6.10207 -13.12319 7.53608
H -4.86968 -12.19707 5.25689
H -4.44581 -13.90702 5.69243
H -3.26799 -12.63507 5.77833
H -4.09413 -12.97949 8.04901
H -4.89986 -10.85487 8.77087
H -5.54341 -10.50194 7.15008
H -3.27046 -9.27925 9.12334
H -4.18338 -8.42780 7.92972
H -2.42418 -8.59666 7.63904
H -6.38644 -12.76212 8.43544
H -6.73207 -12.66766 6.89134
C -11.21531 -12.63178 6.15955
C -12.60175 -13.07185 5.73609
C -13.70865 -12.42907 6.70121
O -14.95092 -12.92346 6.21108
C -16.06248 -12.29224 6.91807
N -12.77122 -12.73682 4.34411
H -11.07901 -11.56075 6.00983
H -10.44708 -13.17125 5.60557
H -11.02376 -12.79758 7.21970
H -12.69253 -14.15800 5.72389
H -13.59415 -11.35316 6.56931
H -13.38297 -12.85084 7.65207
H -16.15560 -11.25984 6.58105
H -16.02960 -12.30399 8.00751
H -16.99362 -12.81291 6.69445
H -12.67299 -11.73342 4.40437
H -13.77512 -12.71060 4.23642
C -15.22508 -10.49348 3.08325
C -14.04106 -9.56678 2.94315
C -14.48506 -8.10811 2.65485
O -15.29167 -8.07092 1.47065
C -15.56161 -6.75081 0.98186
N -13.25351 -9.67156 4.16046
H -15.93616 -10.15797 3.83817
H -14.97215 -11.52411 3.33207
H -15.71947 -10.59870 2.11753
H -13.54280 -9.94925 2.05233
H -13.61578 -7.46031 2.54172
H -15.10396 -7.68543 3.44631
H -16.02497 -6.08699 1.71175
H -16.19618 -6.69384 0.09744
H -14.64250 -6.22595 0.72137
H -12.44843 -9.06366 4.11151
H -13.76720 -9.38305 4.98082
C -2.21351 -11.88035 -3.85897
C -3.71492 -11.77589 -3.49247
C -3.98784 -10.79236 -2.30705
O -5.36234 -10.48646 -2.15816
C -5.55863 -9.67823 -1.03771
N -4.35803 -11.23625 -4.71466
H -1.81839 -10.91038 -4.16087
H -2.14244 -12.57298 -4.69760
H -1.60748 -12.20204 -3.01200
H -4.16648 -12.74375 -3.27467
H -3.44135 -9.87406 -2.52194
H -3.51982 -11.16630 -1.39643
H -5.01381 -9.98088 -0.14346
H -6.61084 -9.62862 -0.75755
H -5.19152 -8.67593 -1.25844
H -5.24382 -10.96632 -4.31141
H -3.96553 -10.32846 -4.91950
C -12.32803 -8.96920 8.65144
C -13.62730 -8.24220 8.16754
C -14.04467 -6.89125 8.74383
O -14.24221 -6.92094 10.16254
C -14.18090 -5.64423 10.76708
N -13.54459 -8.16660 6.70475
H -12.23776 -9.06897 9.73310
H -11.42533 -8.39471 8.44362
H -12.19117 -9.94784 8.19139
H -14.45079 -8.92167 8.38727
H -14.93815 -6.63801 8.17315
H -13.38032 -6.11382 8.36657
H -14.85712 -4.88743 10.36951
H -13.14185 -5.33401 10.65646
H -14.34991 -5.62183 11.84366
H -12.81696 -7.53255 6.40703
H -14.34707 -7.67969 6.33187
C -5.83078 -9.56958 3.25460
C -6.64320 -8.68218 4.22676
C -7.90834 -9.49819 4.78158
O -8.74219 -8.59549 5.45488
C -10.05367 -9.05096 5.81267
N -5.71809 -8.38637 5.31223
H -4.91443 -9.11569 2.87728
H -6.38355 -9.91700 2.38176
H -5.50193 -10.49729 3.72291
H -6.88010 -7.74190 3.72891
H -7.63510 -10.31646 5.44782
H -8.44452 -9.89699 3.92043
H -10.55144 -8.20285 6.28282
H -9.87448 -9.78032 6.60262
H -10.57628 -9.37540 4.91283
H -5.44490 -9.27594 5.70484
H -6.23933 -7.87897 6.01291
C -7.70688 -13.12023 3.98292
O -8.67357 -12.69711 3.06954
H -8.09545 -13.26300 4.99125
H -7.34876 -14.08162 3.61469
H -6.88106 -12.41571 4.08180
H -9.43558 -13.28099 3.07542
C -6.44334 -5.53753 7.29238
O -6.49734 -6.72841 8.13144
H -5.41494 -5.47470 6.93665
H -7.10800 -5.53161 6.42849
H -6.65082 -4.58350 7.77703
H -7.41678 -6.80854 8.39564
C -6.34362 -5.95705 1.05667
O -5.22374 -6.08234 0.18158
H -7.17312 -6.60492 0.77329
H -6.02097 -6.38142 2.00740
H -6.62778 -4.92203 1.24663
H -4.53775 -5.45167 0.41238
C -2.86647 -6.35462 4.67202
O -2.24561 -5.16440 5.09737
H -2.91096 -6.37372 3.58309
H -2.25172 -7.20008 4.98087
H -3.87315 -6.57171 5.02918
H -2.04501 -5.16674 6.03618
*
```

The HOMO-LUMO gap comes out at 0.338 hartree. The value obtained for the LUMO energy is 0.11 eV. For the HOMO energy, the calculation gives -9.08 eV.

---

C41H120N8O16 | ωB97M-V/def2-TZVPD

Geometry as ORCA input:
```
! wB97M-V def2-TZVPD RIJCOSX def2/J DEFGRID3
* xyz 0 1
C -4.98909 -2.43603 2.35277
O -4.97722 -3.87752 2.20481
H -4.99381 -2.01255 1.34888
H -5.92759 -2.20980 2.85578
H -4.13450 -2.07642 2.93023
H -4.55531 -4.08789 1.36739
C 2.44306 -2.78183 3.76745
O 3.04294 -2.27666 2.59375
H 2.19410 -1.93190 4.40681
H 1.48264 -3.28874 3.58416
H 3.08760 -3.47263 4.32179
H 3.15855 -3.03925 1.99338
C 2.25143 5.06528 -1.42417
O 0.93332 5.30321 -1.02090
H 2.32726 4.56024 -2.39779
H 2.93874 5.91160 -1.36295
H 2.68855 4.27967 -0.78161
H 0.33181 5.20704 -1.78475
C -4.10661 1.05995 -0.42553
O -4.83967 0.45945 0.62515
H -3.74356 2.07246 -0.18729
H -3.18046 0.51840 -0.66573
H -4.72459 1.24241 -1.30187
H -4.35394 0.62966 1.44857
C 2.43942 -5.21135 1.18133
O 3.52352 -4.36412 0.85026
H 2.75726 -5.94206 1.92685
H 1.62601 -4.63458 1.61753
H 2.04953 -5.70918 0.29342
H 4.24361 -4.86394 0.46172
C -2.86750 2.06312 3.16985
O -3.55662 0.80778 3.14448
H -3.55265 2.88560 2.91303
H -2.51898 2.37618 4.15896
H -2.04157 2.01735 2.47009
H -4.36841 0.88186 3.65759
C 0.03977 -1.32282 -3.69192
O -0.30434 -2.55168 -3.09384
H -0.17056 -0.48136 -3.00729
H 1.11423 -1.24453 -3.88800
H -0.53377 -1.09227 -4.58727
H -0.11363 -2.38136 -2.14637
C 7.51928 -0.42245 -2.25726
O 6.25535 -0.88934 -2.65374
C 5.55657 -1.47989 -1.59404
C 4.17402 -1.91350 -2.11206
N 3.58049 -0.94025 -3.02588
C 3.24080 0.33849 -2.36858
C 2.67903 1.28450 -3.40665
O 3.55899 1.66671 -4.43300
C 4.70176 2.33443 -3.96788
H 8.08469 -1.27084 -1.84824
H 7.44129 0.31999 -1.46059
H 8.00003 -0.07213 -3.16305
H 5.40826 -0.75882 -0.77563
H 6.11016 -2.34052 -1.19603
H 3.46207 -2.12123 -1.31485
H 4.35962 -2.82522 -2.68660
H 4.32148 -0.66625 -3.66872
H 4.15913 0.77303 -1.94078
H 2.51229 0.18643 -1.56870
H 2.33412 2.22180 -2.92997
H 1.74642 0.86277 -3.78591
H 5.46978 1.69407 -3.51926
H 4.44751 3.16525 -3.29645
H 5.18539 2.76253 -4.85104
C -1.49693 3.15738 -2.40058
C -0.55076 3.46260 -3.55383
C -1.06465 2.94334 -4.87959
O -1.09507 1.54460 -4.89580
C -1.74790 1.05914 -6.03178
N -0.41375 4.93856 -3.59788
H -1.57870 2.07449 -2.25626
H -2.48269 3.59706 -2.54842
H -1.04318 3.49255 -1.46796
H 0.41278 3.02132 -3.29612
H -0.43751 3.34560 -5.69181
H -2.07805 3.35941 -5.02469
H -1.22005 1.30913 -6.96069
H -2.76407 1.46932 -6.09481
H -1.81432 -0.02520 -5.97935
H 0.24258 5.17393 -4.34145
H -1.30737 5.33955 -3.87385
C 4.61973 1.30651 1.31143
C 6.08927 1.64594 1.12223
C 6.33657 3.13973 0.99715
O 5.85204 3.51339 -0.27067
C 5.91673 4.89594 -0.48459
N 6.91874 1.04169 2.17607
H 4.02800 1.82046 0.55544
H 4.30238 1.65673 2.30069
H 4.42880 0.23272 1.29168
H 6.32940 1.24304 0.12385
H 7.41438 3.33462 1.07657
H 5.79200 3.66301 1.79404
H 5.20705 5.45299 0.14071
H 5.57331 5.10692 -1.49957
H 6.94247 5.25635 -0.37010
H 7.87694 1.06275 1.81981
H 6.73570 0.04043 2.21423
C -5.66038 4.66688 -1.84848
C -5.78647 4.35211 -0.36165
C -4.70104 4.94656 0.50870
O -3.46011 4.34653 0.18588
C -2.39751 4.88254 0.92934
N -7.18033 4.66110 0.05741
H -6.35981 4.07661 -2.44670
H -4.67543 4.52018 -2.28765
H -5.95138 5.71770 -1.97095
H -5.65896 3.25893 -0.28601
H -5.03925 4.72790 1.53609
H -4.57949 6.03066 0.36957
H -2.59996 5.00578 1.99792
H -1.96698 5.79187 0.49590
H -1.58504 4.15146 0.86969
H -7.31876 4.30287 1.00359
H -7.74165 4.00584 -0.48625
C -0.12412 -7.74122 1.45343
C -0.09588 -7.97475 2.96670
C -0.94646 -7.03207 3.79219
O -0.55186 -5.69233 3.56015
C -1.15748 -4.77891 4.45472
N -0.47023 -9.37620 3.17290
H 0.06653 -6.71612 1.13897
H -1.07620 -8.07691 1.03752
H 0.66408 -8.35831 1.01971
H 0.93437 -7.83407 3.31012
H -0.77883 -7.26732 4.85575
H -2.02473 -7.12479 3.58378
H -0.51823 -3.89902 4.52242
H -1.21622 -5.23094 5.45240
H -2.15089 -4.48619 4.11605
H -1.48009 -9.48467 3.09079
H -0.27926 -9.71192 4.11335
C -1.72126 -1.60457 1.22279
C -0.63894 -0.90519 0.42691
C 0.30126 -0.09231 1.31026
O 1.23719 0.68244 0.60516
C 0.64345 1.69069 -0.17570
N 0.12921 -1.94543 -0.30418
H -2.09525 -0.86684 1.94215
H -1.29995 -2.42571 1.79861
H -2.56760 -1.95115 0.63562
H -1.13188 -0.23654 -0.28502
H 0.83907 -0.73298 2.01253
H -0.30019 0.60267 1.91789
H 1.42244 2.38510 -0.48796
H -0.26608 2.16533 0.20723
H 0.31838 1.23244 -1.13063
H 0.37105 -2.69091 0.34790
H 1.05829 -1.56075 -0.51076
C -5.39014 -3.69196 -3.76079
C -4.09082 -2.95748 -3.49889
C -4.19908 -1.84695 -2.47402
O -5.12141 -0.84065 -2.83833
C -4.69806 0.00610 -3.88755
N -3.05457 -3.90098 -3.05642
H -6.12601 -3.13158 -4.33440
H -5.80619 -3.99381 -2.79513
H -5.20028 -4.61064 -4.32240
H -3.72265 -2.52218 -4.44563
H -3.20525 -1.41346 -2.28451
H -4.60434 -2.24490 -1.53978
H -3.79301 0.54203 -3.56531
H -5.48050 0.74486 -4.04483
H -4.51085 -0.57636 -4.79056
H -2.87222 -4.58689 -3.77929
H -2.17347 -3.40215 -2.92694
C -0.65796 -0.52126 5.02688
C 0.31859 0.42598 5.71465
C 0.08630 1.87496 5.32992
O 0.22315 2.07849 3.94910
C 1.54468 2.35144 3.54227
N 0.18195 0.22662 7.18676
H -1.68534 -0.36947 5.36939
H -0.35030 -1.55446 5.20157
H -0.72106 -0.37146 3.94852
H 1.30790 0.09679 5.35778
H 0.78262 2.49718 5.91259
H -0.92082 2.17077 5.62980
H 2.23165 1.51411 3.70835
H 1.97562 3.20611 4.08476
H 1.50572 2.61010 2.48756
H 0.56711 -0.69718 7.38042
H 0.87647 0.84577 7.61627
*
```

The HOMO-LUMO gap comes out at 0.326 hartree. The value obtained for the LUMO energy is 0.37 eV. For the HOMO energy, the calculation gives -8.50 eV.

---

C41H19F6N11O10PtS2 | ωB97M-V/def2-TZVPD

Geometry as ORCA input:
```
! wB97M-V def2-TZVPD RIJCOSX def2/J DEFGRID3
* xyz 0 5
Pt 0.01049 -0.67277 -0.00367
C 6.50839 -0.14157 0.66523
C 6.50669 -0.19357 -0.72557
C 5.33719 -0.40877 -1.44057
C 4.16029 -0.56197 -0.72197
C 2.78099 -0.70367 -1.11647
N 1.99269 -0.70777 -0.00107
C 2.78289 -0.57317 1.09943
N 2.37379 -0.37997 2.33893
C 1.13369 -0.30617 2.73743
C 0.73519 0.17343 4.05013
C 1.45579 0.64353 5.13323
C 0.73979 1.15203 6.21123
C -0.64841 1.19693 6.20133
C -1.37851 0.73333 5.11323
C -0.67261 0.21653 4.04153
C -1.08581 -0.23927 2.72763
N -2.32231 -0.23817 2.32273
C -2.74591 -0.39807 1.08783
N -1.97141 -0.58627 -0.01767
C -2.75761 -0.51147 -1.12647
N -2.34381 -0.56177 -2.37787
C -1.10101 -0.64337 -2.76947
N 0.00629 -0.70267 -1.97987
C 1.12459 -0.72287 -2.76527
N 2.36249 -0.74557 -2.36377
C 0.71959 -0.64057 -4.15687
C 1.43919 -0.51917 -5.33107
C 0.72159 -0.34267 -6.50937
C -0.66641 -0.29837 -6.51227
C -1.39611 -0.42787 -5.33567
C -0.68771 -0.59277 -4.15997
C -4.12581 -0.28227 -0.72917
C -5.29701 -0.06427 -1.44117
C -6.45321 0.19443 -0.71827
C -6.44601 0.23683 0.67373
C -5.27771 0.03423 1.39543
C -4.11801 -0.22767 0.68283
N 0.02009 -0.56977 1.99413
C 4.16209 -0.49677 0.68923
C 5.33719 -0.29257 1.39423
H 7.43719 0.03503 1.18543
H 7.43529 -0.05557 -1.25847
H 5.33609 -0.42417 -2.51837
H 2.53419 0.63703 5.12693
H 1.27399 1.53303 7.06763
H -1.17021 1.61253 7.04963
H -2.45411 0.79743 5.08693
H 2.51699 -0.53397 -5.32107
H 1.25549 -0.22607 -7.43957
H -1.19011 -0.14387 -7.44307
H -2.47291 -0.37697 -5.32627
H -5.30301 -0.06747 -2.51977
H -7.37851 0.37643 -1.24507
H -7.36581 0.44453 1.19973
H -5.25591 0.09173 2.47153
H 5.32499 -0.23807 2.47033
O 1.13219 1.94953 -1.27687
C 0.38299 2.35733 -0.40387
O -0.31711 1.65203 0.37803
C 0.19239 3.84933 -0.14297
C 0.76019 4.83143 -0.94157
C 0.50759 6.16733 -0.64507
C -0.29471 6.54053 0.42533
C -0.84431 5.54153 1.21413
C -0.60411 4.20443 0.93713
N -1.69281 5.86913 2.34353
O -1.95351 7.03363 2.53683
O -2.08461 4.94233 3.01723
N 1.09119 7.21103 -1.47267
O 0.86929 8.35443 -1.14697
O 1.75379 6.86773 -2.42337
H 1.38729 4.56273 -1.77887
H -0.48831 7.58163 0.63773
H -1.03521 3.42163 1.54423
F -2.53111 -5.00497 1.14463
C -1.33831 -4.61577 1.58653
F -0.94521 -5.41117 2.56323
F -1.50801 -3.39197 2.12833
S -0.08961 -4.46307 0.16633
O -0.24171 -3.06687 -0.20457
O 1.17099 -4.83097 0.71863
N -0.60651 -5.35487 -1.00567
S -0.31401 -6.90987 -0.77907
O -0.50941 -7.27427 0.58653
O -0.92081 -7.70097 -1.79387
C 1.55739 -7.02067 -1.10547
F 2.02359 -5.88467 -1.63187
F 1.79519 -7.98367 -1.99857
F 2.25639 -7.31317 -0.01967
*
```

The HOMO-LUMO gap (spin up / spin down) comes out at 0.161 / 0.157 hartree. The value obtained for the LUMO energy (spin up / spin down) is -2.42 / -5.56 eV. For the HOMO energy (spin up / spin down), the calculation gives -6.80 / -9.84 eV.

---

Going through the records in order, we get max |F| values of 3.59 1.93 1.80 eV/A.